# 1
{"formula": "C19H21AlIN3O8S2", "method": "ωB97M-V/def2-TZVPD", "total_charge": -2, "gap_ev": 4.0283, "e_homo_ev": -0.35, "symbols": ["Al", "C", "C", "S", "C", "C", "S", "H", "H", "H", "H", "H", "H", "O", "C", "O", "C", "C", "C", "C", "C", "C", "O", "N", "O", "O", "N", "O", "O", "H", "H", "N", "C", "O", "C", "I", "H", "H", "H", "H", "C", "C", "C", "C", "C", "C", "H", "H", "H", "H", "H", "H", "H", "H", "H"], "xyz": [[-0.62481, 0.69109, -0.54770], [-4.30663, -0.65303, -3.18959], [-3.15261, 0.09850, -2.57085], [-2.73859, -0.40623, -0.96039], [-2.51114, 1.09332, -3.22602], [-2.84449, 1.53189, -4.62908], [-1.18895, 1.99671, -2.52640], [-4.64786, -1.41553, -2.49407], [-4.00359, -1.13980, -4.11727], [-5.13995, 0.02107, -3.40172], [-3.70377, 1.00496, -5.03833], [-1.98449, 1.36111, -5.27773], [-3.04715, 2.60370, -4.63768], [2.86256, 2.40085, 0.16483], [2.07965, 1.63207, -0.37788], [0.80997, 1.79180, -0.32156], [2.59780, 0.43417, -1.12000], [3.95233, 0.33592, -1.32689], [4.51135, -0.76607, -1.98499], [3.66001, -1.79171, -2.41935], [2.30949, -1.69645, -2.21404], [1.70095, -0.58064, -1.56117], [0.43681, -0.54852, -1.38731], [1.46294, -2.77428, -2.67416], [0.95559, -2.66795, -3.77858], [1.33387, -3.74668, -1.94562], [5.88834, -0.85286, -2.19828], [6.61843, 0.05462, -1.77276], [6.34386, -1.83698, -2.80927], [4.59390, 1.12729, -0.96700], [4.07541, -2.65509, -2.91550], [-2.72264, 3.30012, 2.03501], [-1.65429, 2.71159, 1.43041], [-1.79895, 2.06965, 0.40702], [-0.35027, 2.89131, 2.12173], [0.32667, 4.90375, 1.78014], [-3.60945, 3.26250, 1.56252], [-2.59272, 3.96956, 2.77287], [0.38770, 2.24013, 1.67024], [-0.42719, 2.77158, 3.19830], [0.07281, -0.39737, 4.73311], [-0.27831, -1.42080, 3.64355], [0.83575, -2.46915, 3.53730], [-1.60431, -2.11163, 3.98981], [-0.40223, -0.73553, 2.35067], [-0.49240, -0.18757, 1.27501], [0.19299, -0.87995, 5.70598], [-0.71577, 0.35090, 4.81478], [1.00306, 0.10851, 4.48002], [0.96613, -3.00921, 4.47839], [1.77530, -1.98602, 3.27590], [0.59331, -3.18216, 2.75221], [-1.53314, -2.64124, 4.94330], [-1.86250, -2.82616, 3.21127], [-2.40873, -1.38007, 4.05684]], "mulliken_charge": [0.77, -1.66, 0.72, -0.59, 0.54, -1.44, -0.59, 0.34, 0.32, 0.31, 0.41, 0.23, 0.25, -0.77, 0.50, -0.32, 0.42, -0.57, -0.45, -0.17, -0.32, 0.54, -0.77, 1.00, -0.60, -0.61, 0.98, -0.66, -0.69, 0.61, 0.52, -0.39, 0.43, -0.37, -0.50, 0.02, 0.27, 0.21, -0.05, 0.48, -1.68, 2.12, -1.69, -1.65, -0.32, -0.44, 0.42, 0.28, 0.36, 0.39, 0.38, 0.37, 0.39, 0.37, 0.36]}


# 2
{"formula": "C4H9NO4", "method": "ωB97M-V/def2-TZVPD", "gap_ev": 10.9414, "smiles": "O=CNCCOC=O.O", "e_homo_ev": -10.40, "symbols": ["O", "C", "N", "C", "C", "O", "C", "O", "H", "H", "H", "H", "H", "H", "H", "O", "H", "H"], "xyz": [[1.04536, 0.35239, 2.33374], [0.86023, -0.69924, 1.71983], [0.20899, -0.75353, 0.53691], [-0.61689, 0.26481, -0.08524], [-0.11457, 0.42242, -1.49923], [-0.16494, -0.76855, -2.23827], [0.05010, -0.65460, -3.54060], [0.36973, -1.69609, -4.21515], [1.41347, -1.64374, 1.94240], [0.18424, -1.63538, 0.01896], [-1.67042, -0.07495, -0.07473], [-0.58820, 1.28566, 0.34195], [-0.70245, 1.17328, -2.06144], [0.95426, 0.69659, -1.58800], [-0.10780, 0.40295, -3.83098], [-0.58174, 1.41859, 3.93162], [0.00749, 0.80013, 3.44318], [-0.54685, 1.10924, 4.86508]], "mulliken_charge": [-0.64, 0.04, -0.09, -0.58, -0.44, -0.26, 0.30, -0.54, 0.35, 0.25, 0.28, 0.33, 0.39, 0.35, 0.28, -0.67, 0.37, 0.29]}


# 3
{"formula": "C29H37FeN3O2", "method": "ωB97M-V/def2-TZVPD", "total_charge": 1, "multiplicity": 6, "gap_ev": [8.4943, 6.9511], "e_homo_ev": [-11.48, -12.07], "symbols": ["Fe", "O", "C", "N", "C", "O", "C", "C", "C", "C", "C", "N", "C", "C", "C", "C", "C", "N", "H", "H", "H", "H", "H", "H", "H", "H", "C", "C", "C", "C", "C", "C", "C", "C", "C", "C", "C", "C", "C", "C", "C", "C", "C", "H", "H", "H", "H", "H", "H", "H", "H", "H", "H", "H", "H", "H", "H", "H", "H", "H", "H", "H", "H", "H", "H", "H", "H", "H", "H", "H", "H", "H"], "xyz": [[0.04697, 0.34623, 0.21326], [1.17945, -2.62396, -2.44830], [0.72948, -1.64388, -1.90865], [0.08586, -1.52204, -0.69983], [-0.45737, -2.62324, -0.08807], [-0.35781, -3.79159, -0.36787], [-1.36057, -2.20696, 1.04187], [-2.02817, -3.16853, 1.77621], [-2.91236, -2.76349, 2.75910], [-3.11766, -1.40454, 2.95381], [-2.39827, -0.51213, 2.18648], [-1.51659, -0.89838, 1.25372], [0.80756, -0.30575, -2.60264], [1.37913, -0.21358, -3.85695], [1.38684, 1.01459, -4.49755], [0.79746, 2.10263, -3.86826], [0.27738, 1.93148, -2.60419], [0.28854, 0.75054, -1.97118], [-1.83567, -4.20828, 1.55120], [-3.44184, -3.49405, 3.35953], [-3.82451, -1.03827, 3.68768], [-2.53867, 0.55077, 2.30481], [1.80451, -1.10837, -4.29205], [1.84622, 1.12450, -5.47176], [0.74758, 3.07334, -4.34498], [-0.16958, 2.76447, -2.07390], [1.61059, 1.98209, 0.87544], [2.39872, 0.83769, 0.96709], [1.85805, 0.04740, 2.13563], [0.75040, 0.75503, 2.61541], [0.60969, 1.97235, 1.90802], [-0.37930, 3.08659, 2.13049], [-1.19977, 2.88143, 3.40388], [0.37832, 4.41544, 2.24957], [-1.31420, 3.12170, 0.89907], [2.38185, -1.18031, 2.88038], [3.89380, -1.09539, 3.14312], [2.05673, -2.48406, 2.13085], [1.70537, -1.28530, 4.25759], [3.62292, 0.65492, 0.06780], [3.48644, 1.50991, -1.20817], [3.82706, -0.79734, -0.39195], [4.87289, 1.17597, 0.80484], [1.81850, 2.82208, 0.22729], [0.16832, 0.48517, 3.48180], [-0.55365, 2.83230, 4.28461], [-1.79094, 1.97176, 3.36951], [-1.88515, 3.72079, 3.53804], [1.05108, 4.39642, 3.11006], [-0.32902, 5.23716, 2.38604], [0.97371, 4.62176, 1.35630], [-1.65519, 2.11299, 0.61989], [-0.81211, 3.56544, 0.03398], [-2.21035, 3.71033, 1.11022], [4.48924, -1.18960, 2.24035], [4.17962, -1.91475, 3.80596], [4.15178, -0.15547, 3.64039], [2.44783, -2.50818, 1.11402], [0.98147, -2.62586, 2.08742], [2.48106, -3.32843, 2.67986], [1.82803, -0.36929, 4.84268], [2.17199, -2.10003, 4.81253], [0.63881, -1.51768, 4.17414], [2.50437, 1.40595, -1.66614], [4.23331, 1.18299, -1.93493], [3.66996, 2.57101, -1.01010], [2.93096, -1.18670, -0.87584], [4.08927, -1.47095, 0.41899], [4.64155, -0.83368, -1.11657], [5.74222, 1.05805, 0.15152], [5.07232, 0.64954, 1.73397], [4.76114, 2.23950, 1.03353]], "mulliken_spin": [3.84, 0.01, -0.02, 0.08, -0.01, 0.01, 0.01, 0.00, 0.00, 0.00, 0.01, 0.06, -0.01, 0.00, 0.00, 0.00, 0.01, 0.08, 0.00, 0.00, 0.00, 0.00, 0.00, 0.00, 0.00, 0.00, 0.06, 0.09, 0.15, 0.03, 0.27, -0.02, 0.02, 0.03, 0.08, 0.04, 0.03, 0.03, 0.01, 0.04, -0.01, 0.02, 0.04, 0.01, 0.00, 0.00, 0.00, 0.00, 0.00, 0.00, 0.00, 0.00, 0.00, 0.00, 0.00, 0.00, 0.00, -0.01, -0.01, 0.00, 0.00, 0.00, 0.00, 0.00, 0.00, 0.00, -0.01, 0.00, 0.00, 0.00, 0.00, 0.00]}


Listing F_max for the structures above in their given order: 1.74, 6.12, 0.95 eV/Å.
Listing relative energy (zero: lowest compared OMol25 entry of this formula, charge and spin) for the structures above in their given order: 39.67, 45.44, 0.00 kcal per mole.